C29H34BrN7O2ReSSi | the ωB97M-V functional and the def2-TZVPD basis

HOMO (alpha / beta) = -12.852 / -12.857 eV
F_max = 0.927 eV/Å
Expectation value of S² = 0.754
E_LUMO (alpha / beta) = -0.23917 / -0.24529 hartree

```
! RIJCOSX wB97M-V def2-TZVPD def2/J DEFGRID3
* xyz 2 2
Re 0.07 -0.36 0.33
Br -4.27 2.59 5.57
C -4.32 3.41 3.88
C -5.52 3.49 3.19
C -5.54 4.10 1.94
C -4.36 4.55 1.37
C -3.17 4.51 2.09
C -3.15 3.95 3.35
N -4.52 5.11 0.06
N -3.71 4.92 -0.86
C -2.63 3.99 -0.73
C -1.35 4.42 -0.98
C -0.24 3.55 -0.89
C -0.46 2.24 -0.59
O 0.54 1.30 -0.44
C -1.77 1.77 -0.39
N -1.87 0.44 -0.08
C -3.07 -0.10 0.05
C -4.24 0.66 -0.11
C -4.15 2.00 -0.37
C -2.88 2.61 -0.49
H -6.43 3.11 3.63
H -6.47 4.21 1.40
H -2.26 4.95 1.69
H -2.24 3.93 3.93
H -1.20 5.47 -1.22
H 0.76 3.93 -1.07
H -3.11 -1.16 0.28
H -5.20 0.17 -0.02
H -5.05 2.59 -0.50
N 7.41 -0.96 1.75
C 6.29 -0.89 1.53
C 4.88 -0.81 1.26
C 3.96 -0.81 2.30
C 2.61 -0.74 2.00
N 2.16 -0.69 0.74
C 3.05 -0.69 -0.27
C 4.41 -0.74 -0.05
H 4.28 -0.85 3.33
H 1.86 -0.73 2.78
H 2.65 -0.62 -1.27
H 5.10 -0.73 -0.88
C -2.55 -0.54 3.76
Si -1.42 -1.86 3.09
C -2.31 -3.24 2.19
C -0.25 -2.54 4.35
O -0.41 -1.12 1.92
H -2.70 -0.67 4.83
H -3.53 -0.56 3.28
H -2.13 0.46 3.61
H -2.51 -4.06 2.89
H -1.71 -3.66 1.38
H -3.27 -2.93 1.78
H -0.81 -3.07 5.13
H 0.32 -1.75 4.85
H 0.46 -3.25 3.92
C 0.03 -4.54 -4.33
C 0.91 -3.46 -3.74
N 1.30 -3.78 -2.36
C 0.95 -3.15 -1.25
S -0.27 -1.87 -1.33
N 1.43 -3.52 -0.07
C 2.45 -4.55 0.16
C 1.85 -5.92 0.44
H -0.22 -4.29 -5.36
H -0.90 -4.65 -3.77
H 0.54 -5.51 -4.34
H 0.40 -2.50 -3.73
H 1.82 -3.33 -4.31
H 1.81 -4.65 -2.25
H 1.00 -3.09 0.73
H 3.05 -4.20 1.01
H 3.13 -4.56 -0.69
H 1.21 -5.89 1.32
H 2.64 -6.64 0.63
H 1.26 -6.27 -0.41
*
```

Here are the Mulliken charges for atoms 1 to 5, given in e: 1.2817 -0.1174 -0.0628 -0.5660 -0.1770

=====

C20H20N2O4PbSTe | the ωB97M-V functional and the def2-TZVPD basis

HOMO = -14.112 eV
F_max = 1.521 eV/Å
E_LUMO = -0.27370 hartree
ΔE to the lowest compared entry with this formula, charge and spin = 0.0 kcal per mole

```
! RIJCOSX wB97M-V def2-TZVPD def2/J DEFGRID3
* xyz 2 1
Pb -0.11 0.10 -0.48
O -4.38 1.23 -1.88
C -3.28 0.77 -1.33
O -2.21 0.67 -1.90
C -3.46 0.34 0.10
C -4.71 0.17 0.68
C -4.77 -0.33 1.97
C -3.59 -0.62 2.64
C -2.38 -0.41 1.98
N -2.34 0.06 0.74
C -1.02 -0.70 2.56
O -0.90 -1.11 3.79
O -0.01 -0.57 1.88
H -4.24 1.47 -2.81
H -5.61 0.42 0.13
H -5.72 -0.49 2.46
H -3.63 -1.03 3.64
H -1.72 -1.17 4.30
C 2.77 0.18 -1.97
N 2.37 0.22 -0.55
C 3.03 -0.86 0.20
C 2.69 1.53 0.04
C 1.67 2.59 -0.28
C 2.06 3.93 -0.41
C 1.12 4.93 -0.62
C -0.23 4.62 -0.69
C -0.65 3.30 -0.57
C 0.31 2.34 -0.38
H 3.85 0.27 -2.07
H 2.30 1.00 -2.51
H 2.46 -0.77 -2.41
H 4.11 -0.71 0.26
H 2.84 -1.81 -0.30
H 2.62 -0.92 1.21
H 3.68 1.86 -0.28
H 2.71 1.41 1.13
H 3.11 4.17 -0.34
H 1.45 5.95 -0.72
H -0.97 5.40 -0.84
H -1.71 3.07 -0.63
Te -1.00 -2.40 -1.53
C 0.47 -3.67 -0.81
C 1.45 -4.29 -1.56
C 2.24 -5.16 -0.79
C 1.87 -5.19 0.53
S 0.54 -4.17 0.84
H 1.58 -4.13 -2.62
H 3.05 -5.76 -1.18
H 2.32 -5.75 1.33
*
```

Here are the Mulliken charges for atoms 1 to 5, given in e: 1.3579 -0.4186 0.1105 -0.5925 0.6595

=====

CH5O4 | the ωB97M-V functional and the def2-TZVPD basis

HOMO = -5.087 eV
F_max = 0.879 eV/Å
E_LUMO = 0.15336 hartree
ΔE to the lowest compared entry with this formula, charge and spin = 2.6 kcal per mole

```
! RIJCOSX wB97M-V def2-TZVPD def2/J DEFGRID3
* xyz -1 1
O 0.55 1.09 0.90
C 0.51 0.02 1.53
O 0.33 -1.13 1.08
H 0.62 0.04 2.64
H 0.72 0.77 -2.02
H 0.91 1.52 -0.72
O 1.14 1.57 -1.68
H -1.11 -1.56 -0.03
H -1.76 -0.77 -1.12
O -1.92 -1.56 -0.58
*
```

Here are the Mulliken charges for atoms 1 to 5, given in e: -0.7285 0.0497 -0.7342 0.3447 0.2722

=====

C32H35N4O3S4Sn | the ωB97M-V functional and the def2-TZVPD basis

HOMO (alpha / beta) = -15.392 / -15.441 eV
F_max = 0.196 eV/Å
E_LUMO (alpha / beta) = -0.37039 / -0.33687 hartree
ΔE to the lowest compared entry with this formula, charge and spin = 93.2 kcal per mole

```
! RIJCOSX wB97M-V def2-TZVPD def2/J DEFGRID3
* xyz 3 1
Sn 0.28 0.93 -0.21
O -4.03 -0.45 -0.52
S -3.11 0.59 -0.88
O -3.56 1.94 -1.02
N -1.89 0.60 0.29
C -2.35 0.88 1.53
C -3.54 1.18 2.13
C -3.32 1.55 3.60
C -0.76 1.97 4.56
C 0.37 1.57 3.97
C 1.67 1.30 4.54
C 2.41 0.35 3.93
C 1.93 -0.33 2.72
N 0.85 -0.04 2.09
C 0.13 1.16 2.51
C -2.20 0.13 -2.31
C -1.70 1.13 -3.13
C -1.02 0.77 -4.28
C -0.86 -0.57 -4.60
C -1.38 -1.56 -3.78
C -2.06 -1.22 -2.62
H -4.51 1.29 1.67
H -3.94 2.37 3.95
H -0.95 2.31 5.56
H 2.01 1.80 5.43
H 3.37 0.06 4.32
H 2.54 -1.13 2.32
H -1.88 2.17 -2.89
H -0.64 1.54 -4.95
H -0.37 -0.84 -5.53
H -1.30 -2.60 -4.06
H -2.51 -1.97 -1.99
C 3.64 -5.05 -5.96
C 2.39 -4.22 -5.67
S 2.90 -2.94 -4.48
C 3.80 -1.78 -5.55
C 5.09 -1.20 -4.92
S 5.57 -1.88 -3.31
C 6.67 -3.22 -3.83
C 6.14 -4.15 -4.91
S 4.62 -4.99 -4.42
H 4.24 -4.64 -6.77
H 3.41 -6.09 -6.21
H 1.63 -4.80 -5.16
H 1.95 -3.78 -6.56
H 3.09 -0.98 -5.76
H 4.00 -2.28 -6.50
H 4.98 -0.13 -4.78
H 5.92 -1.34 -5.61
H 6.90 -3.77 -2.91
H 7.61 -2.80 -4.19
H 6.88 -4.93 -5.12
H 5.95 -3.62 -5.84
C -4.43 0.47 5.62
N -3.42 0.45 4.55
N -1.85 2.02 3.52
C -1.36 0.90 2.64
O 0.39 2.08 1.53
C -1.67 -0.41 3.30
C -2.62 -0.58 4.31
C -2.73 -1.83 5.10
C -1.94 3.46 3.02
C -1.99 3.81 1.69
C -2.17 5.15 1.37
C -2.30 6.11 2.37
C -2.27 5.73 3.70
C -2.10 4.39 4.03
H -5.07 1.33 5.48
H -3.95 0.52 6.60
H -5.04 -0.43 5.56
H -1.14 -1.27 2.91
H -1.95 -2.54 4.82
H -3.71 -2.30 4.93
H -2.66 -1.63 6.17
H -1.92 3.10 0.89
H -2.21 5.44 0.33
H -2.44 7.15 2.11
H -2.39 6.46 4.49
H -2.11 4.11 5.08
*
```

Here are the Mulliken charges for atoms 1 to 5, given in e: 0.7944 -0.7059 1.5729 -0.6759 -0.2101

=====

C12H33BF4NO5 | the ωB97M-V functional and the def2-TZVPD basis

HOMO = -6.518 eV
F_max = 12.229 eV/Å
E_LUMO = 0.10897 hartree
ΔE to the lowest compared entry with this formula, charge and spin = 5.0 kcal per mole

```
! RIJCOSX wB97M-V def2-TZVPD def2/J DEFGRID3
* xyz -1 1
B -0.84 0.71 0.11
F -1.80 1.64 0.49
F -1.37 -0.22 -0.66
F 0.22 1.26 -0.51
F -0.41 0.04 1.27
C 0.90 4.47 -0.66
C 2.10 4.99 -1.42
N 3.03 5.38 -2.11
H 0.57 3.68 -0.93
H 1.02 4.15 0.35
H 0.07 5.12 -0.68
C 2.45 -3.55 3.40
C 1.18 -2.77 2.87
O 1.67 -1.59 2.19
H 3.13 -2.75 3.90
H 3.08 -3.99 2.39
H 2.20 -4.41 4.05
H 0.50 -2.57 3.62
H 0.54 -3.45 2.10
H 0.89 -1.32 1.81
C -1.79 -0.85 -5.31
C -1.31 -0.68 -3.91
O -1.37 0.72 -3.50
H -2.80 -0.48 -5.21
H -2.20 -1.79 -5.64
H -1.24 -0.37 -6.07
H -0.17 -0.93 -3.74
H -1.75 -1.33 -3.10
H -1.04 0.91 -2.68
C 4.43 -0.52 -0.30
C 3.15 0.30 -0.11
O 2.76 1.01 -1.24
H 4.74 -1.06 0.54
H 5.25 0.25 -0.34
H 4.31 -1.14 -1.13
H 2.87 0.87 0.91
H 2.36 -0.58 -0.02
H 1.97 1.40 -1.24
C -4.38 4.22 3.75
C -3.92 3.69 2.46
O -2.85 2.73 2.67
H -4.85 3.48 4.45
H -5.03 5.07 3.62
H -3.48 4.59 4.20
H -3.43 4.58 1.95
H -4.84 3.62 1.88
H -2.49 2.05 1.96
C 0.30 -4.73 -0.56
C -0.53 -3.54 -1.10
O -1.09 -2.77 -0.04
H 0.76 -5.23 -1.38
H -0.30 -5.35 -0.25
H 0.96 -4.46 0.16
H -1.38 -3.81 -1.63
H 0.34 -2.84 -1.44
H -1.10 -1.82 -0.21
*
```

Here are the Mulliken charges for atoms 1 to 5, given in e: 0.4930 -0.4468 -0.3825 -0.4210 -0.5342

=====

C21H20F6N5O4RhS2 | the ωB97M-V functional and the def2-TZVPD basis

HOMO (alpha / beta) = -15.767 / -15.830 eV
F_max = 0.955 eV/Å
Expectation value of S² = 6.010
E_LUMO (alpha / beta) = -0.20988 / -0.34997 hartree

```
! RIJCOSX wB97M-V def2-TZVPD def2/J DEFGRID3
* xyz 2 5
Rh -0.08 -0.29 0.07
C -0.42 2.70 1.14
C 0.45 2.45 2.37
C 0.19 1.15 3.07
C 0.16 1.10 4.46
C -0.05 -0.12 5.10
C -0.23 -1.26 4.34
C -0.19 -1.14 2.96
N 0.02 0.03 2.36
N 0.08 2.06 -0.10
C -0.84 2.36 -1.22
C -0.60 1.40 -2.36
C -1.13 1.59 -3.62
C -0.82 0.67 -4.62
C 0.02 -0.39 -4.33
C 0.51 -0.53 -3.04
N 0.19 0.36 -2.09
C 1.46 2.46 -0.43
C 2.50 1.43 -0.04
C 3.85 1.72 -0.07
C 4.76 0.72 0.23
C 4.30 -0.55 0.55
C 2.94 -0.77 0.57
N 2.07 0.21 0.28
H -1.43 2.33 1.32
H -0.48 3.78 0.97
H 1.51 2.49 2.12
H 0.26 3.26 3.07
H 0.29 2.00 5.03
H -0.07 -0.17 6.18
H -0.41 -2.23 4.78
H -0.31 -2.03 2.34
H -1.87 2.27 -0.87
H -0.69 3.39 -1.56
H -1.78 2.43 -3.82
H -1.24 0.79 -5.61
H 0.30 -1.12 -5.09
H 1.16 -1.34 -2.76
H 1.54 2.60 -1.51
H 1.70 3.42 0.03
H 4.19 2.72 -0.32
H 5.83 0.93 0.21
H 4.98 -1.35 0.79
H 2.52 -1.73 0.83
F -2.49 -1.20 -2.29
C -3.68 -1.26 -1.65
F -4.37 -2.28 -2.10
F -4.33 -0.13 -1.86
S -3.27 -1.45 0.16
O -2.27 -0.38 0.38
O -4.45 -1.32 0.91
N -2.63 -2.87 0.25
S -1.17 -3.37 0.07
O -0.28 -2.35 -0.56
O -0.62 -3.97 1.23
C -1.37 -4.62 -1.31
F -2.44 -5.34 -1.10
F -0.30 -5.37 -1.39
F -1.51 -3.89 -2.43
*
```

Here are the Mulliken charges for atoms 1 to 5, given in e: 1.1090 -1.1805 -0.7916 0.5569 -0.9949

=====

C26H39NO3P | the ωB97M-V functional and the def2-TZVPD basis

HOMO = -11.605 eV
F_max = 2.712 eV/Å
E_LUMO = -0.16295 hartree

```
! RIJCOSX wB97M-V def2-TZVPD def2/J DEFGRID3
* xyz 1 1
C 2.51 6.41 2.45
C 1.93 5.11 3.02
C 1.49 4.12 1.95
C 0.91 2.86 2.61
O 0.43 1.93 1.63
P 1.18 0.43 1.53
O -0.10 -0.61 1.69
C 0.14 -2.00 2.01
C 0.80 -2.78 0.87
C 1.06 -4.26 1.17
C 2.05 -4.49 2.30
O 1.37 0.33 -0.12
C 2.71 0.32 -0.61
C 2.71 -0.07 -2.09
C 4.16 -0.18 -2.57
C 4.35 -0.50 -4.05
H 2.74 7.09 3.28
H 3.43 6.23 1.90
H 1.80 6.90 1.78
H 2.68 4.63 3.66
H 1.06 5.33 3.65
H 0.73 4.57 1.30
H 2.35 3.84 1.32
H 1.69 2.39 3.24
H 0.08 3.14 3.27
H 0.77 -2.07 2.91
H -0.83 -2.44 2.25
H 0.15 -2.70 -0.02
H 1.76 -2.31 0.62
H 0.10 -4.75 1.39
H 1.44 -4.71 0.25
H 2.22 -5.56 2.44
H 3.02 -4.03 2.08
H 1.68 -4.08 3.25
H 3.17 1.32 -0.50
H 3.33 -0.39 -0.04
H 2.19 -1.04 -2.22
H 2.16 0.68 -2.67
H 4.66 0.77 -2.33
H 4.65 -0.96 -1.97
H 5.42 -0.57 -4.25
H 3.89 -1.45 -4.33
H 3.94 0.29 -4.68
C -1.71 2.31 -0.83
C -1.81 1.09 -1.62
N -2.59 0.07 -1.30
C -2.68 -1.12 -2.07
C -2.00 -1.42 -3.23
C -2.29 -2.65 -3.85
C -3.25 -3.53 -3.28
C -3.93 -3.19 -2.11
C -3.64 -1.97 -1.49
C -4.16 -1.30 -0.32
C -3.50 -0.04 -0.21
C -3.78 0.83 0.82
C -4.75 0.46 1.77
C -5.41 -0.78 1.66
C -5.13 -1.66 0.62
H -1.05 3.00 -1.39
H -2.67 2.81 -0.68
H -1.23 2.11 0.14
H -1.20 0.97 -2.52
H -1.28 -0.72 -3.64
H -1.79 -2.94 -4.77
H -3.45 -4.48 -3.78
H -4.68 -3.84 -1.66
H -3.26 1.78 0.89
H -4.99 1.13 2.59
H -6.16 -1.04 2.41
H -5.63 -2.62 0.51
*
```

Here are the Mulliken charges for atoms 1 to 5, given in e: -1.2821 -0.4104 -0.1986 -0.9151 -0.1251

=====

H3PS | the ωB97M-V functional and the def2-TZVPD basis

HOMO = -8.544 eV
F_max = 6.044 eV/Å
Structure (SMILES) = [PH3]=S
E_LUMO = -0.00525 hartree
ΔE to the lowest compared entry with this formula, charge and spin = 37.8 kcal per mole

```
! RIJCOSX wB97M-V def2-TZVPD def2/J DEFGRID3
* xyz 0 1
P 0.11 0.14 -0.01
S -2.15 0.04 -0.02
H 0.64 0.36 -1.23
H 0.89 0.54 1.00
H 0.52 -1.08 0.26
*
```

Mulliken atomic charges, in units of e: 0.0967 -0.3871 0.1091 0.1054 0.0759

=====

C7H29N13O9 | the ωB97M-V functional and the def2-TZVPD basis

HOMO (alpha / beta) = -0.465 / -6.802 eV
F_max = 9.354 eV/Å
Expectation value of S² = 0.750
E_LUMO (alpha / beta) = 0.06305 / 0.06253 hartree

```
! RIJCOSX wB97M-V def2-TZVPD def2/J DEFGRID3
* xyz -1 2
N -2.17 3.46 1.28
H -1.87 4.24 0.71
H -1.84 2.56 0.98
H -3.18 3.47 1.31
H -1.95 3.67 2.25
O -0.25 0.00 -1.31
C -0.33 0.32 -0.07
O 0.50 -0.29 0.64
O -1.23 1.02 0.41
H 0.38 -0.65 -1.01
C -0.78 1.22 4.78
O -1.95 0.94 4.84
N -0.13 1.61 3.68
N 0.01 1.13 5.78
H -0.57 1.46 2.78
H 0.83 1.91 3.69
H -0.28 0.50 6.52
H 1.01 1.17 5.64
C -4.09 1.11 -2.04
O -4.02 2.29 -1.77
N -5.10 0.50 -2.43
N -3.08 0.34 -2.08
H -4.93 -0.33 -2.97
H -5.89 1.12 -2.48
H -2.21 0.84 -1.92
H -3.14 -0.66 -2.09
C 1.06 -0.30 -4.62
O 1.45 0.41 -5.56
N 1.69 -1.30 -4.20
N -0.11 -0.29 -4.15
H 1.16 -1.87 -3.56
H 2.65 -1.52 -4.44
H -0.32 -0.45 -3.17
H -0.63 0.45 -4.60
C 0.60 -3.45 -1.43
O 1.17 -2.43 -1.79
N -0.09 -3.50 -0.39
N 0.76 -4.60 -2.04
H -0.06 -4.44 -0.01
H -0.20 -2.68 0.18
H 0.27 -5.35 -1.59
H 1.50 -4.71 -2.72
C 2.99 1.92 -0.82
O 3.72 2.85 -1.16
N 2.82 1.51 0.37
N 2.43 1.09 -1.69
H 2.41 0.62 0.58
H 2.77 2.31 0.99
H 2.59 1.39 -2.64
H 1.73 0.45 -1.34
C 2.03 -1.36 3.40
O 2.97 -1.86 3.95
N 2.17 -0.12 2.94
N 0.95 -1.92 3.10
H 3.06 0.32 3.11
H 1.36 0.35 2.56
H 1.04 -2.93 3.17
H 0.30 -1.51 2.45
*
```

Here are the Mulliken charges for atoms 1 to 5, given in e: -2.5628 1.1009 0.0644 0.7827 0.8484